(1)
86
Properties=species:S:1:pos:R:3:forces:R:3:mulliken_charge:R:1 method="wB97M-V/def2-TZVPD" fmax_ev_per_a=0.75 multiplicity=6 de_lowest_kj_mol=433.4 orbital_gap_ev="6.18 / 6.20" e_tot_ha=-4395.92467
H 1.84879 -5.43455 -3.82512 0.00 0.00 0.00 0.439
C 3.06766 -3.31439 2.41937 0.00 0.00 0.01 -0.686
H 4.96349 4.67499 -0.40740 0.00 0.00 0.00 0.438
C 2.48771 -3.15083 3.67334 -0.01 0.00 -0.01 -0.756
H 3.60337 0.08651 0.78972 -0.01 -0.01 0.01 0.178
N -3.23015 -0.23780 -0.87261 0.07 -0.22 0.21 -0.301
H 3.62742 0.84571 -0.81286 -0.01 0.00 0.02 0.380
H -1.13800 -4.65842 -1.89551 0.01 0.00 0.00 0.591
H 2.67555 -2.13973 -2.56235 0.00 -0.01 -0.02 0.574
H 3.30189 3.28966 0.77420 0.01 0.01 -0.02 0.438
C -1.87551 -3.61202 -0.24129 0.02 0.00 0.00 -1.677
O -2.50022 -0.99053 1.98174 0.15 -0.11 0.09 -0.410
C -0.64237 -2.53347 -2.17036 -0.04 -0.01 -0.04 2.387
O -2.08207 0.14055 3.77581 0.13 -0.07 0.08 -0.691
C -4.37400 -0.05516 -0.30997 0.01 0.10 -0.08 -0.382
H 0.27042 -4.16210 -5.11363 0.01 0.00 0.00 0.426
H 2.93432 -3.62031 4.54039 0.00 0.01 0.00 0.387
N -2.12581 0.03887 2.56437 -0.42 0.11 -0.10 0.690
C -6.63115 2.53448 1.03010 0.00 -0.03 -0.01 0.129
C 0.19047 3.90217 3.21628 0.00 0.00 0.00 -0.655
P 0.94956 1.79673 -0.13957 0.25 -0.46 0.03 1.079
C 0.29649 -3.93934 -4.05354 0.01 -0.01 -0.01 -0.883
H 2.86014 4.06480 -4.08509 0.00 0.00 0.00 0.429
C 2.03616 3.09935 -2.35880 0.01 0.01 0.00 -0.081
Mn -1.51013 0.82683 -0.24245 -0.35 0.66 0.08 1.059
C 0.02565 0.08570 -3.02323 -0.05 -0.09 -0.11 -0.885
C -4.58425 3.64073 0.42447 0.01 0.00 0.00 -0.683
C 3.16228 0.06715 -0.20976 -0.02 -0.01 0.02 -0.976
H 3.40705 -0.88807 -0.66625 0.01 -0.05 -0.03 0.391
H 3.96571 -3.90854 2.30792 0.00 0.00 0.00 0.452
C 4.02828 4.44085 -2.32490 -0.01 0.00 -0.01 -0.509
H -3.54923 -2.57527 0.47158 0.01 0.01 -0.02 0.295
O -1.78943 1.04034 1.84062 0.30 0.11 0.09 -0.354
C 0.86004 3.20760 4.21495 0.00 -0.01 0.01 -0.570
H 0.86521 -2.27076 4.77297 0.01 0.00 0.00 0.533
P 0.59159 -1.02223 0.04208 -0.21 -0.26 0.08 1.219
C 1.61530 2.08887 3.89797 0.00 0.02 0.01 -0.798
H -1.95819 -4.38237 0.51754 0.00 0.00 0.00 0.413
N 1.71117 0.24493 -0.18736 -0.01 0.11 -0.15 0.473
C 0.27325 3.47371 1.90327 0.02 0.02 0.02 -0.517
H 2.11910 1.53367 4.67866 0.00 0.00 0.00 0.447
H 1.99711 -0.20221 -3.84351 -0.01 0.01 0.00 0.397
H -6.27886 4.64706 1.22953 0.00 0.00 0.00 0.391
H -0.42477 4.75639 3.46600 0.00 0.00 0.01 0.405
O -2.76633 2.43357 -0.40829 -0.05 0.06 -0.06 -0.880
H 0.93707 -3.99416 0.03503 -0.02 -0.01 -0.07 1.187
C -5.85698 3.70066 0.91664 -0.01 0.01 0.01 -0.545
C -6.11490 1.33691 0.63573 -0.01 0.00 0.01 -1.037
H -0.29913 3.97982 1.13233 0.00 0.00 0.00 0.398
H -1.10313 -2.42048 -4.33183 0.00 0.00 0.00 0.465
C -4.80526 1.24109 0.11533 0.03 -0.01 -0.02 0.939
H 2.20723 -5.30135 -1.50592 0.00 -0.02 -0.01 0.452
C 1.29850 -0.64924 -3.14508 -0.03 0.08 0.05 -0.726
C 1.04619 2.36098 1.57785 0.00 0.01 0.02 0.754
H 2.94753 -2.87219 0.33845 0.03 0.03 -0.03 0.258
C -2.77056 -2.62193 -0.27668 -0.01 -0.01 0.04 -0.834
C 1.24029 -4.73691 -3.26116 0.00 0.01 -0.01 -0.694
H 0.77247 3.52462 5.24589 0.00 0.01 0.00 0.384
C 2.96855 3.88087 -3.02414 0.03 0.02 -0.01 -0.765
N -1.14453 -0.16341 -2.52326 0.17 -0.06 -0.07 -0.405
C 1.43974 -4.67063 -1.94102 0.02 0.00 0.00 -1.616
H 1.19711 2.69179 -2.90372 -0.03 -0.01 -0.01 0.323
H -3.97978 4.53445 0.34296 0.00 0.00 0.00 0.427
C 1.33227 -1.94787 1.43242 0.13 0.02 -0.07 0.734
H 2.27786 0.77307 2.34670 -0.01 -0.02 -0.01 0.078
C -1.54459 -1.38483 -1.99878 0.08 -0.05 -0.21 -0.363
H -0.14856 -1.22298 2.81557 0.05 -0.03 -0.02 0.184
C 1.33346 -2.39795 3.80586 -0.01 -0.01 0.00 -0.567
C -3.97936 2.41721 0.01502 -0.05 -0.06 -0.02 0.443
C 4.14718 4.22690 -0.95889 0.00 -0.01 0.02 -0.742
C -0.48454 -2.95039 -3.61542 0.00 0.01 0.05 -1.011
H -6.71396 0.43770 0.71796 0.00 0.00 0.00 0.391
C -0.84616 -3.78441 -1.30709 -0.03 -0.05 -0.03 0.073
Cl -8.24795 2.63661 1.67346 0.01 0.01 -0.01 -0.252
C 0.74436 -2.26546 -1.43269 0.02 0.05 0.01 0.478
C 1.71156 1.66513 2.58010 -0.04 0.00 0.02 0.040
C -2.60226 -1.44629 -1.14489 -0.02 -0.04 -0.02 0.311
H 4.75321 5.05618 -2.84175 0.00 0.00 0.00 0.388
C 1.69239 -1.70453 -2.41636 -0.01 0.01 0.04 -1.945
C 3.21501 3.44429 -0.29466 0.03 0.01 0.00 -0.213
C 0.67678 -3.78337 -0.99861 -0.01 -0.03 0.07 0.834
C 0.75729 -1.80123 2.69041 -0.10 0.06 0.02 -0.636
C 2.15999 2.85899 -0.99318 -0.11 0.13 0.08 -0.469
H 0.08880 1.09431 -3.42722 0.04 -0.01 -0.04 0.964
H -5.07110 -0.88592 -0.16449 0.00 0.00 0.00 0.364
C 2.49317 -2.71919 1.31010 0.03 0.07 0.05 -0.395

(2)
89
Properties=species:S:1:pos:R:3:forces:R:3:mulliken_charge:R:1 method="wB97M-V/def2-TZVPD" fmax_ev_per_a=0.65 charge=+2 orbital_gap_ev="7.88 / 5.24" e_tot_ha=-2715.35412
H 0.94839 -2.69532 -6.17653 0.02 0.02 0.00 0.351
H -0.81845 3.90084 -6.33476 -0.01 0.02 0.01 0.464
N -0.88186 -0.24673 6.64950 -0.10 0.19 0.01 0.217
H 1.55036 1.99614 -6.98040 -0.01 0.02 -0.02 0.342
H 0.37351 -0.45168 8.32827 0.04 0.01 0.01 0.319
C -1.55598 -0.05300 4.32151 -0.03 -0.02 0.01 0.377
H 3.79811 -1.94996 -3.86090 0.00 -0.01 -0.03 0.207
C 4.01632 -1.71905 -4.90601 -0.04 0.01 0.02 -1.559
O -2.84409 1.76286 -1.63523 -0.02 -0.08 -0.09 -0.432
O 1.43157 -0.74969 -1.63218 0.60 -0.22 -0.04 -0.376
H -1.07299 2.20118 7.80501 -0.02 0.01 0.01 0.364
H 3.56830 -1.30811 1.49927 0.01 0.05 -0.01 0.723
O -0.60857 -0.11716 0.28181 0.06 -0.26 0.02 -0.642
H -6.28491 1.27268 -0.54574 0.01 0.00 0.00 0.355
C 2.72766 -1.54776 -5.69230 0.06 -0.12 -0.10 1.590
O -0.01088 -0.05012 -6.54042 -0.05 -0.03 -0.02 -0.885
F -2.79986 0.24852 4.75163 0.01 0.02 -0.03 -0.339
C -4.09298 -0.88834 -2.18208 0.12 0.08 -0.04 0.641
H 3.52071 -1.87381 4.44834 -0.03 0.00 0.02 0.404
H -2.67980 -1.31664 6.43091 0.00 0.03 0.00 0.447
H -3.19284 0.98558 7.29582 -0.03 0.02 0.02 0.433
H -2.07953 0.09197 2.26124 0.00 -0.02 0.00 0.659
N 2.32384 -0.80766 3.04152 -0.03 0.03 0.11 0.178
H -1.67306 -1.87558 -3.57622 -0.03 -0.02 0.10 0.504
H -6.02585 -1.76796 -2.50588 0.02 0.00 0.02 0.400
H 1.50764 -0.71995 5.56781 -0.02 -0.03 0.00 0.830
C 1.70812 2.76293 -6.22224 0.01 -0.05 0.02 -1.585
C 0.58557 2.74380 -5.19946 0.09 0.08 -0.05 1.421
H -6.78131 0.32554 -1.94886 -0.01 -0.02 0.00 0.338
C 1.01662 -0.54625 3.48280 0.12 -0.10 -0.01 0.046
C -1.29818 -0.09945 2.98456 0.01 0.05 0.00 -1.080
C 3.00773 -1.22004 -7.15115 -0.03 0.08 0.03 -1.618
P 0.55332 -0.01989 -5.19205 0.26 0.03 -0.12 1.162
C 2.55403 -1.02396 1.74829 -0.09 0.06 -0.20 -0.486
N -2.01244 0.77649 9.02544 0.02 -0.01 -0.04 -0.127
O 2.92246 -2.07499 -0.68585 -0.01 0.01 -0.13 -0.320
C 0.72572 -0.52372 4.84908 0.03 0.06 0.04 -1.125
H 4.60652 -0.80327 -4.94544 0.00 -0.01 -0.01 0.374
H 0.84830 0.80102 7.17742 0.00 0.00 0.00 0.452
H -3.76973 -0.25368 8.44018 0.03 -0.02 0.04 0.374
H -1.77493 -1.65781 7.89786 -0.04 -0.04 -0.01 0.310
H 3.75257 -0.42710 -7.22896 0.00 0.00 0.00 0.359
H -0.96666 2.15112 -6.57992 0.01 0.02 0.00 0.364
H -1.56789 2.89800 -5.08467 0.02 0.02 -0.02 0.278
H 2.09692 -0.89380 -7.65226 -0.02 -0.06 0.02 0.328
H -2.52693 1.48009 9.55754 -0.01 0.00 -0.02 0.353
C 1.60471 -0.87601 0.75960 0.10 -0.01 0.12 -0.352
H -4.91056 -2.76467 -1.56388 0.00 0.00 0.00 0.305
O 0.61218 1.45094 -4.48785 -0.32 -0.04 0.09 -0.332
H 3.38600 -2.10748 -7.65852 0.05 0.01 -0.02 0.444
C 4.68850 -0.14929 3.66303 0.01 0.01 -0.09 -0.904
C 0.82074 3.76807 -4.10354 0.03 -0.04 0.03 -1.572
H -4.67394 -2.60626 -3.29429 0.02 -0.01 -0.04 0.415
N -2.85261 -0.87414 -2.51287 -0.05 -0.09 0.07 0.468
O 2.08435 -0.38968 -5.06804 -0.06 -0.01 0.08 -0.157
C -0.00808 0.32180 7.64717 -0.03 -0.06 -0.02 -0.594
H 0.82306 4.77078 -4.52904 0.00 0.01 0.01 0.434
C 0.26179 -0.42853 1.09261 0.04 0.11 0.15 1.152
C 1.84843 -2.78412 -5.56460 -0.10 0.10 0.02 -1.547
H 2.67005 2.58991 -5.73793 -0.01 0.01 0.00 0.326
H 0.02547 3.72438 -3.35329 0.00 0.02 -0.02 0.280
H 1.55010 -2.94027 -4.52679 0.05 -0.02 0.01 0.232
H 2.40736 -3.65394 -5.90705 -0.01 -0.03 0.00 0.539
H 4.69501 0.44770 2.76100 0.01 0.01 0.01 0.335
H 4.60352 -2.53371 -5.32984 0.02 0.01 0.00 0.421
C -0.75691 1.38209 8.44858 0.02 -0.01 -0.03 -0.878
C -0.77925 2.92933 -5.84219 -0.01 -0.09 0.02 -1.517
C 1.97393 -1.18565 -0.62835 -0.42 0.03 0.21 0.516
C 3.43220 -0.90090 3.98167 -0.07 -0.05 -0.04 -0.328
N -3.98385 1.39011 -1.41317 -0.09 0.23 0.20 -0.096
C -4.66875 0.32565 -1.55988 -0.06 -0.07 -0.08 0.362
H 1.78154 3.59643 -3.61542 0.00 0.01 -0.02 0.350
C -2.07108 -0.85793 7.20341 0.08 -0.02 0.04 -0.701
H 5.63139 -0.62032 3.89788 -0.02 -0.03 0.03 0.283
H -1.75260 0.04172 9.68915 -0.02 0.02 0.03 0.386
C 3.80125 0.31568 4.77485 0.03 0.02 0.10 -0.379
C -2.89398 0.17404 7.95615 0.02 0.00 -0.06 -0.696
C 0.00307 -0.35764 2.54170 -0.03 -0.02 -0.05 0.539
C -6.09771 0.35664 -1.10001 0.03 0.02 -0.02 -1.475
H 1.73313 3.73581 -6.71283 0.00 0.00 -0.01 0.512
O -2.44077 -2.09566 -3.00266 0.29 0.11 -0.31 -0.516
H 3.22989 1.21976 4.61148 -0.01 -0.02 -0.05 0.242
H -6.31589 -0.49825 -0.46057 -0.02 0.01 0.01 0.363
H 4.12668 0.15805 5.79379 0.01 0.01 0.00 0.293
H -0.16302 1.77308 9.27283 -0.01 -0.03 0.02 0.422
C -4.98775 -2.07067 -2.40394 0.09 0.02 0.03 -1.492
O -0.21418 -0.77566 -4.07093 -0.27 -0.15 0.28 -0.853
Pb -0.48354 0.56444 -2.32499 -0.29 0.34 -0.25 1.705
C -0.56446 -0.28189 5.29124 0.05 -0.10 0.03 -0.327

(3)
19
Properties=species:S:1:pos:R:3:forces:R:3:mulliken_charge:R:1 method="wB97M-V/def2-TZVPD" fmax_ev_per_a=4.18 charge=+1 de_lowest_kj_mol=427.4 orbital_gap_ev=11.21 smiles="[H]/N=[N+](/[O-])OCC1=[NH+]CCN1" e_tot_ha=-526.90346
C 1.14642 1.01522 0.01608 -2.08 3.53 0.84 -0.573
N -1.14943 0.46283 0.96475 1.49 0.07 0.75 -0.185
H -2.38783 -1.56906 -1.28127 -0.46 2.45 0.58 0.298
H 1.10515 2.02182 -0.57313 -0.32 -1.36 1.24 0.272
H -2.48098 -1.26686 1.16196 0.35 -0.37 0.18 0.302
H 3.35208 -1.73044 -0.78273 0.32 1.71 1.13 0.318
O 2.13821 0.33756 -0.53988 0.93 -1.96 -1.14 -0.377
H 1.42151 1.24217 1.09929 -0.60 -0.03 -1.10 0.385
H -3.22703 0.32423 0.93597 -0.04 -0.56 -0.33 0.281
H -2.81647 0.35264 -1.47551 0.65 -1.43 0.64 0.322
C -0.31197 0.41534 -0.05270 2.36 0.54 1.04 0.431
N 3.10645 -0.27154 0.49059 -0.63 -0.45 -1.67 1.289
N 3.71340 -1.20802 0.06872 0.95 -3.31 -1.65 -0.830
H -0.67519 -0.19380 -2.05261 1.87 0.40 -0.04 0.315
C -2.40889 -0.33898 0.62342 -0.04 2.14 0.42 -0.417
N -0.79370 -0.23491 -1.05604 -2.08 -0.51 -2.10 -0.156
O 3.19638 0.29333 1.50280 -0.27 1.82 2.20 -0.583
H -0.68508 0.80909 1.86185 -1.78 -0.96 -1.29 0.304
C -2.24302 -0.46062 -0.91156 -0.60 -1.73 0.30 -0.394